1.
72
Properties=species:S:1:pos:R:3 method="wB97M-V/def2-TZVPD" smiles="C[N+](=O)[O-].C[N+](=O)[O-].C[N+](=O)[O-].C[N+](=O)[O-].C[N+](=O)[O-].C[N+](=O)[O-].C[N+](=O)[O-].C[N+](=O)[O-].BrCCBr.BrCCBr" e_tot_ha=-12413.5786 homo_lumo_gap_ev=9.83 e_above_lowest_kcal_mol=0.0
C -1.9332 5.1634 -1.4327
N -3.3955 5.0471 -1.4722
O -3.9591 5.5491 -0.5243
O -3.9191 4.4143 -2.3465
H -1.5655 4.3594 -0.7793
H -1.7290 6.2142 -1.0306
H -1.5663 5.0027 -2.4164
C -1.1120 -0.0452 -5.3393
N -0.6624 1.3643 -4.9181
O 0.5087 1.6892 -5.0093
O -1.5514 2.0665 -4.4887
H -1.6108 0.1055 -6.2915
H -1.8068 -0.4283 -4.5630
H -0.1300 -0.4981 -5.4426
C -0.4138 -3.2278 -2.4038
N -0.0162 -2.5112 -3.6444
O -0.5876 -2.8893 -4.6655
O 0.7592 -1.5454 -3.5823
H -1.3277 -2.6845 -2.0894
H 0.3230 -3.3804 -1.6101
H -0.7801 -4.1766 -2.8024
C 4.0554 2.6498 0.7515
N 4.3815 3.1349 -0.6639
O 5.2815 3.9145 -0.8008
O 3.7188 2.6180 -1.6197
H 4.3237 1.6045 0.6622
H 2.9642 2.8366 0.7830
H 4.6121 3.1862 1.5559
C 0.3044 1.4381 5.3879
N 1.4703 1.9113 4.5838
O 1.3233 2.8447 3.8055
O 2.5573 1.3600 4.6813
H -0.4885 2.1751 5.4091
H 0.7370 1.2377 6.3654
H -0.0400 0.4941 4.9373
C -3.5118 -0.1088 1.1244
N -3.4485 0.3137 2.5372
O -2.3938 0.2055 3.1509
O -4.3927 0.9194 3.0419
H -4.5442 -0.5164 1.0954
H -2.6763 -0.7791 0.9911
H -3.3112 0.7613 0.5447
C 4.2204 -1.2162 -2.3956
N 3.4120 -1.5512 -1.2045
O 3.2745 -0.7672 -0.2974
O 2.8686 -2.6140 -1.2662
H 4.7886 -2.1046 -2.6208
H 4.8161 -0.3502 -2.0406
H 3.4825 -0.7901 -3.1144
C 0.6441 1.0401 -1.6449
N -0.8116 0.9666 -1.2323
O -1.2730 1.8960 -0.6265
O -1.4648 -0.0252 -1.4853
H 1.0819 0.5349 -0.7631
H 0.8937 2.0747 -1.8052
H 0.8332 0.4867 -2.5145
Br -2.1521 -3.4147 4.9519
C -3.1483 -3.0955 3.2088
C -3.5969 -4.3943 2.5770
Br -5.2677 -4.0281 1.4966
H -2.5416 -2.4370 2.5862
H -3.9822 -2.5281 3.6499
H -3.9621 -5.1101 3.3800
H -2.8541 -4.8086 1.9005
Br 3.8238 -3.8293 2.5899
C 2.1565 -3.1190 1.9924
C 1.9212 -1.7063 2.5264
Br 0.3445 -0.9589 1.7086
H 1.4513 -3.8824 2.2390
H 2.1313 -3.1899 0.8867
H 2.7233 -1.0498 2.2671
H 1.7400 -1.8181 3.5785

2.
66
Properties=species:S:1:pos:R:3 method="wB97M-V/def2-TZVPD" e_tot_ha=-7219.7336 homo_lumo_gap_ev=7.27 charge=+3 e_above_lowest_kcal_mol=26.3
Ta -0.4325 -0.2096 -0.1525
Br -4.0368 0.4627 -2.0045
C -2.9276 1.0985 -3.4256
Br -1.0377 1.1291 -2.9042
H -3.2070 2.1103 -3.6901
H -3.0150 0.4255 -4.2691
C -3.2773 2.0430 1.2883
P -1.6385 2.1207 0.5184
C -1.6697 3.5179 -0.6254
C -0.5601 2.6996 1.8740
C -0.5398 1.6699 2.9954
P 0.2021 0.1157 2.4001
C -0.4437 -1.1720 3.4936
C 1.9715 0.3731 2.7001
H -3.3617 2.8514 2.0164
H -3.4430 1.0844 1.7807
H -4.0491 2.1718 0.5302
H -1.8458 4.4265 -0.0462
H -2.4814 3.3986 -1.3420
H -0.7252 3.6066 -1.1600
H -0.9343 3.6583 2.2378
H 0.4413 2.8679 1.4683
H -1.5480 1.4634 3.3581
H 0.0413 2.0337 3.8442
H 0.0227 -1.0893 4.4769
H -0.2596 -2.1646 3.0886
H -1.5220 -1.0463 3.5985
H 2.1823 0.1821 3.7545
H 2.2157 1.4113 2.4711
H 2.5950 -0.2674 2.0850
N 2.1716 -3.9996 0.0412
C 2.5209 -3.7591 1.3434
C 1.8722 -2.6209 1.6960
N 1.1307 -2.1584 0.6225
C 1.3389 -3.0249 -0.3527
C 0.6680 -2.8910 -1.6119
N -0.1511 -1.8811 -1.8305
C -0.6909 -2.0784 -3.0885
C -0.1798 -3.2195 -3.6133
N 0.6789 -3.7194 -2.6646
H 2.4898 -4.7948 -0.4938
H 3.1827 -4.3989 1.9030
H 1.8996 -2.1384 2.6535
H -1.4006 -1.4103 -3.5348
H -0.3580 -3.7037 -4.5593
H 1.2086 -4.5724 -2.7685
B -4.3259 -2.4539 0.9321
C -3.0251 -1.8057 0.6649
N -2.0167 -1.2249 0.4144
H -4.8413 -1.8159 1.8279
H -4.9392 -2.3250 -0.1120
H -4.1702 -3.6167 1.2161
C 2.3089 1.8490 -3.0075
Si 2.5077 1.4618 -1.2104
C 2.8261 3.0022 -0.2343
C 3.7626 0.1265 -0.9420
O 1.0250 0.7811 -0.6212
H 3.2941 2.1186 -3.4013
H 1.6500 2.7025 -3.1859
H 1.9478 1.0008 -3.5954
H 3.6660 3.5260 -0.7026
H 3.1157 2.8117 0.8020
H 1.9800 3.6949 -0.2441
H 4.7226 0.4693 -1.3405
H 3.4967 -0.7912 -1.4744
H 3.9177 -0.1130 0.1126

3.
13
Properties=species:S:1:pos:R:3 method="wB97M-V/def2-TZVPD" e_tot_ha=-340.6433 homo_lumo_gap_ev=8.29 e_above_lowest_kcal_mol=95.2
C 2.3325 0.4043 -0.2926
O 1.4474 -0.6474 0.1265
C 0.1390 -0.4043 0.1155
C -0.9061 -1.4021 0.3667
N -1.9549 -0.4641 0.6743
C -1.6372 0.7304 0.2156
N -0.3381 0.8443 -0.0646
H 2.0627 0.7338 -1.2981
H 3.3427 -0.0166 -0.2987
H 2.2985 1.2618 0.3868
H -1.5330 -1.6425 -0.7906
H -2.8493 -0.8093 0.9808
H -2.4041 1.4118 -0.1215

4.
12
Properties=species:S:1:pos:R:3 method="wB97M-V/def2-TZVPD" e_tot_ha=-414.6982 homo_lumo_gap_ev=9.00 e_above_lowest_kcal_mol=92.9
C -0.4048 0.0870 -0.9724
C 0.9225 0.0308 -1.2835
C 1.7949 -0.3386 -0.1322
C -0.2066 0.1194 1.1385
H -2.1243 -0.4158 -2.3391
H 1.2509 -0.3560 -2.2875
H 2.9017 -0.6059 0.1603
H -1.6724 0.0301 2.4654
N 1.0581 -0.2838 0.9580
N -1.0613 0.2179 0.1840
O -0.9950 0.2600 -2.1824
O -0.6263 0.0421 2.3705

5.
24
Properties=species:S:1:pos:R:3 method="wB97M-V/def2-TZVPD" smiles=Cc1ccc(O)cc1.CC e_tot_ha=-426.4625 homo_lumo_gap_ev=8.61 e_above_lowest_kcal_mol=69.2
C 2.1986 -1.0810 1.1617
C 1.1041 -1.2213 0.1429
C 1.5299 -1.1245 -1.2001
C 0.5297 -1.0738 -2.2063
C -0.8404 -1.3024 -1.7537
O -1.8867 -1.7175 -2.4344
C -1.2435 -1.3435 -0.3964
C -0.2195 -1.3920 0.6196
H 2.6503 -2.0694 1.2235
H 1.6758 -0.7755 2.1080
H 2.7605 -0.2355 0.8354
H 2.5590 -0.8902 -1.4364
H 0.7199 -0.6224 -3.2437
H -1.6533 -1.9889 -3.4223
H -2.2740 -1.5455 -0.0938
H -0.6514 -1.4082 1.7158
C -1.0441 2.8848 0.3915
C -0.5900 2.1275 1.6592
H -0.2872 3.0851 -0.2796
H -1.6539 2.2835 -0.4321
H -1.5778 3.7829 0.8233
H 0.3572 1.9870 1.8889
H -1.0678 1.0679 1.7916
H -1.0954 2.5732 2.5374

6.
56
Properties=species:S:1:pos:R:3 method="wB97M-V/def2-TZVPD" e_tot_ha=-1416.1210 homo_lumo_gap_ev=8.72 charge=+1
N -1.6090 4.7622 0.0582
C -1.6978 4.0696 1.3425
C -2.0520 2.5996 1.2271
C -0.8425 1.6133 1.0911
C -0.7095 0.8863 2.4091
N 0.3364 -0.1826 2.2743
C 0.3710 -1.0764 3.4785
C -0.3542 -2.3698 3.1916
F 0.5096 -3.1878 2.5019
C 1.6646 0.4058 1.9153
C 1.5752 1.8737 1.5368
N 0.4100 2.2738 0.7431
C 0.6552 2.2988 -0.6922
C 1.3156 1.0533 -1.3001
O 2.3895 1.1016 -1.8672
I 0.3150 -0.8758 -1.1657
H -1.9647 4.2066 -0.7010
H -0.6748 5.0745 -0.1400
H -2.4949 4.5409 1.9054
H -0.7925 4.2297 1.9092
H -2.6725 2.2864 2.0552
H -2.6633 2.4776 0.3429
H -1.1323 0.8673 0.3599
H -1.6473 0.3968 2.6096
H -0.4417 1.5739 3.1967
H 0.0396 -0.7515 1.4745
H -0.1337 -0.5883 4.2963
H 1.3817 -1.3304 3.7501
H -0.6589 -2.8463 4.1069
H -1.2074 -2.2185 2.5397
H 2.1366 -0.1862 1.1510
H 2.3048 0.3316 2.7804
H 1.5647 2.4631 2.4442
H 2.4647 2.1719 1.0067
H 1.3238 3.1156 -0.9156
H -0.2769 2.5208 -1.1875
C -2.9741 -2.0174 -2.7151
C -4.1347 -1.1842 -2.2291
O -4.2528 -0.9032 -1.0577
C -5.1227 -0.7116 -3.2644
H -2.3592 -2.2850 -1.8601
H -3.3302 -2.9280 -3.1977
H -2.3763 -1.4443 -3.4255
H -5.5793 -1.5674 -3.7628
H -4.6170 -0.0982 -4.0116
H -5.8996 -0.1225 -2.7841
C 4.7369 -4.2815 -2.0549
C 3.9040 -3.1140 -2.5244
O 2.9553 -3.2622 -3.2560
C 4.3020 -1.7411 -2.0324
H 4.3429 -5.2021 -2.4773
H 5.7719 -4.1554 -2.3752
H 4.7105 -4.3471 -0.9659
H 5.3206 -1.5059 -2.3434
H 4.2448 -1.7080 -0.9417
H 3.6246 -1.0023 -2.4496